1.
This record from OMol25 describes a gas-phase ion, C7H8NO2S2 (charge -1). The level of theory is wB97M-V/def2-TZVPD.

Each line ends with the natural charge from an NBO analysis.
Cartesian coordinates (Å):
C  -2.58263  1.32026  -0.42444  -0.27
C  -2.37435  -0.09002  -0.80773  -0.23
C  -1.54013  1.98514  0.10547  -0.19
C  -1.11456  -0.56723  -0.49673  -0.24
C  -0.34566  1.45488  0.58076  -0.26
C  -0.10634  0.14071  0.27940  0.19
C  1.08651  -2.00659  0.38280  -0.43
N  1.06203  -0.56547  0.63859  -0.68
O  3.46448  -0.47938  1.14031  -1.00
O  2.42078  1.61835  0.36546  -0.98
S  2.82756  -0.28630  -1.65625  -0.67
S  2.54478  0.16948  0.20231  2.06
H  -3.39940  1.92440  -0.72600  0.20
H  -3.02789  -0.90180  -1.14395  0.21
H  -1.76326  3.10369  0.21897  0.19
H  -0.87103  -1.58463  -0.74972  0.20
H  0.47467  2.07796  0.96770  0.27
H  1.88046  -2.30994  1.05058  0.24
H  0.14694  -2.71126  0.68305  0.18
H  1.21705  -2.29225  -0.61060  0.20

Atoms 1-3, force components in eV/Å:
C -0.13 -3.35 -1.82
C 1.06 1.53 1.58
C -0.11 3.21 1.23

Calculated values
**LUMO level**: 0.1258 Eh
**SMILES**: CN(c1ccccc1)S(=O)(=O)[S-]
**Total charge**: -1

***

2.
This record from OMol25 describes 2 unconnected molecules or ions with the total composition C5H11IN. The level of theory is wB97M-V/def2-TZVPD.

Each line ends with the natural charge from an NBO analysis.
Cartesian coordinates (Å):
C  1.37228  1.19190  0.23800  -0.43
C  0.55581  0.85097  -0.94048  -0.24
C  1.10570  -0.24429  0.80278  -0.23
C  -0.26965  -1.61832  -0.91004  -0.43
C  -1.76601  0.52612  0.91906  -0.29
N  0.03719  -0.33439  -0.16192  -0.24
I  -3.52095  -0.20534  0.00249  0.35
H  2.42998  1.35493  0.26099  0.26
H  0.95983  1.89228  1.09770  0.23
H  -0.26535  1.46849  -1.43388  0.24
H  1.15597  0.44613  -1.78648  0.23
H  1.90055  -1.02343  0.59653  0.22
H  0.86111  -0.44612  1.86946  0.23
H  -0.84170  -1.30094  -1.90915  0.24
H  0.60776  -2.18706  -1.12026  0.24
H  -0.94500  -2.24069  -0.33329  0.23
H  -1.94370  0.33108  1.95983  0.21
H  -1.43381  1.53865  0.84867  0.20

Atoms 1-3, force components in eV/Å:
C 0.46 0.91 5.32
C -1.53 -0.97 -1.98
C 1.58 -0.95 0.65

Calculated values
**LUMO level (spin up / spin down)**: -0.2117 / -0.2117 Eh
**Total charge**: +1

***

3.
This record from OMol25 describes a molecular structure, C30H27BrN5O6Ru. The level of theory is wB97M-V/def2-TZVPD.

Each line ends with the natural charge from an NBO analysis.
Cartesian coordinates (Å):
Ru  0.73440  -0.35595  1.27882  1.67
C  -1.15958  0.94904  5.02747  -0.72
C  -0.45855  1.09127  3.70781  0.66
O  0.65515  0.61586  3.55022  -0.58
C  -1.21850  1.75920  2.58582  -0.41
C  -0.33654  2.49194  1.62234  0.31
C  -0.57438  3.92752  1.27167  -0.68
N  0.62881  1.81152  1.13903  -0.33
N  1.53713  2.37479  0.25892  -0.45
C  2.52772  1.53044  0.07718  0.57
O  2.68695  0.40469  0.68319  -0.74
C  3.50659  1.90673  -0.98801  -0.05
C  4.64039  1.12336  -1.17084  -0.20
C  5.52347  1.40142  -2.20531  -0.22
C  5.27406  2.46233  -3.06414  -0.20
C  4.14452  3.25119  -2.88012  -0.22
C  3.26272  2.97556  -1.84699  -0.19
H  -0.95497  -0.03896  5.43587  0.26
H  -2.23242  1.11387  4.94151  0.22
H  -0.74861  1.69317  5.71387  0.25
H  -1.96169  2.43695  3.00416  0.24
H  -1.32511  4.37752  1.91812  0.22
H  -0.91317  3.99835  0.23547  0.25
H  0.35584  4.49063  1.33786  0.25
H  4.81623  0.29725  -0.49415  0.23
H  6.40662  0.79003  -2.34052  0.21
H  5.95752  2.67454  -3.87691  0.21
H  3.95180  4.08377  -3.54493  0.21
H  2.37601  3.57480  -1.69471  0.23
O  -1.50724  0.36968  -5.51181  -0.72
C  -0.13982  0.13382  -5.23482  -0.09
C  0.04207  -0.11404  -3.76371  0.02
C  1.26505  -0.57524  -3.28826  -0.25
C  1.42499  -0.74870  -1.93277  0.07
N  0.44242  -0.50256  -1.06200  -0.49
C  -0.74162  -0.08062  -1.50351  0.17
C  -0.97374  0.13168  -2.85593  -0.19
C  -1.76222  0.20970  -0.44048  0.26
C  -2.97884  0.71990  -0.73922  -0.34
C  -3.88802  1.01766  0.35456  -0.05
C  -5.29244  1.44291  0.03307  -0.08
O  -5.98650  0.46376  -0.73170  -0.71
C  -3.46850  0.88920  1.61489  -0.18
C  -2.06976  0.46622  1.92722  -0.04
N  -1.35114  -0.08712  0.82310  -0.65
H  -1.60320  0.57848  -6.44398  0.48
H  0.47323  0.99774  -5.51636  0.18
H  0.23536  -0.73357  -5.78784  0.18
H  2.08850  -0.78314  -3.96039  0.22
H  2.36084  -1.08512  -1.50462  0.23
H  -1.92527  0.49441  -3.20907  0.24
H  -3.30072  0.87271  -1.75719  0.22
H  -5.28338  2.34091  -0.58748  0.19
H  -5.82876  1.67686  0.95826  0.16
H  -5.84963  -0.39075  -0.31015  0.47
H  -4.12928  1.11263  2.44708  0.20
H  -2.07444  -0.27604  2.73088  0.21
Br  2.39593  -7.89142  1.13693  0.07
C  1.07920  -6.65109  1.68195  -0.14
C  -0.12187  -7.11343  2.20030  0.02
N  -1.09081  -6.29767  2.60562  -0.40
C  -0.87381  -4.98727  2.50854  0.07
C  0.29467  -4.44188  1.99624  -0.19
C  1.29855  -5.29455  1.56298  -0.15
C  0.44819  -2.95977  1.89847  0.77
O  -0.26846  -2.21826  2.60430  -0.70
O  1.31101  -2.49686  1.08553  -0.74
H  -0.30438  -8.17799  2.28749  0.20
H  -1.66213  -4.32947  2.85307  0.21
H  2.21359  -4.89456  1.14814  0.25

Atoms 1-3, force components in eV/Å:
Ru -0.16 -1.23 0.26
C 0.00 0.01 0.03
C 0.14 0.17 -0.05

Calculated values
**LUMO level (spin up / spin down)**: 0.0043 / -0.0418 Eh
**Multiplicity**: 6

***

Maximum force (computed, eV/Å): 3.8; 5.4; 1.3